# 1
Molecular formula: C3H8N3
Method: DFT, wB97M-V/def2-TZVPD

Calculated values
total charge = +1
relative energy (zero: lowest compared OMol25 entry of this formula, charge and spin) = 3.923 eV
gap between HOMO and LUMO = 9.6 eV
2S+1 = 1
calculated total energy = -7701.356 eV

Geometry as XYZ:
```
14
Properties=species:S:1:pos:R:3:lowdin_charge:R:1
C -1.98 -0.41 -0.24 0.03
C -1.27 0.67 0.28 -0.10
N 0.19 1.37 0.38 0.02
N 1.19 0.89 -0.55 0.04
C 1.69 -0.32 -0.33 -0.12
N 1.38 -1.14 0.67 0.21
H -1.86 -1.04 -1.06 0.03
H -2.84 -0.64 0.38 0.06
H -1.82 1.28 1.11 0.13
H -0.08 2.34 0.42 0.10
H 1.50 1.27 -1.43 0.16
H 2.19 -0.65 -1.24 0.16
H 2.00 -1.91 0.70 0.13
H 1.15 -0.65 1.53 0.14
```


# 2
Molecular formula: C3H8N3
Method: DFT, wB97M-V/def2-TZVPD

Calculated values
total charge = +1
relative energy (zero: lowest compared OMol25 entry of this formula, charge and spin) = 5.181 eV
gap between HOMO and LUMO (spin up / spin down) = 7.5 / 7.6 eV
2S+1 = 1
calculated total energy = -7700.098 eV

Geometry as XYZ:
```
14
Properties=species:S:1:pos:R:3:lowdin_charge:R:1
C -2.00 0.34 0.16 -0.20
C -0.11 -1.04 0.12 -0.23
C 1.81 0.61 0.13 -0.03
N -1.18 1.31 0.08 0.19
N -1.53 -0.90 0.01 0.07
N 0.56 0.09 0.64 0.11
H -1.60 2.18 -0.06 0.09
H -2.97 0.53 0.55 0.15
H 0.16 -1.66 0.99 0.17
H 0.24 -1.60 -0.79 0.16
H 2.62 0.01 0.51 0.12
H 1.89 1.66 0.48 0.13
H 1.81 0.34 -0.95 0.11
H -2.07 -1.75 0.10 0.17
```


# 3
Molecular formula: C3H8N3O
Method: DFT, wB97M-V/def2-TZVPD

Calculated values
total charge = +1
relative energy (zero: lowest compared OMol25 entry of this formula, charge and spin) = 2.329 eV
gap between HOMO and LUMO = 9.2 eV
2S+1 = 1
calculated total energy = -9750.135 eV

Geometry as XYZ:
```
15
Properties=species:S:1:pos:R:3:lowdin_charge:R:1
C 0.04 1.13 -0.42 -0.03
C 0.62 0.31 0.76 -0.35
C -1.91 -0.09 -0.33 -0.11
N -1.11 0.88 -0.73 0.12
N -3.16 0.08 0.19 0.21
N 2.15 -0.51 -0.24 0.13
O -0.01 -0.66 1.12 -0.01
H 0.48 2.07 -0.85 0.16
H 1.31 0.82 1.43 0.13
H -1.46 -1.10 -0.58 0.19
H -3.75 -0.66 0.50 0.13
H -3.42 0.98 0.62 0.15
H 2.53 -1.12 0.56 0.15
H 2.91 0.05 -0.49 0.08
H 1.85 -1.11 -0.95 0.08
```


# 4
Molecular formula: C3H8N3O
Method: DFT, wB97M-V/def2-TZVPD

Calculated values
total charge = +1
relative energy (zero: lowest compared OMol25 entry of this formula, charge and spin) = 6.300 eV
gap between HOMO and LUMO (spin up / spin down) = 7.5 / 7.5 eV
2S+1 = 1
calculated total energy = -9746.164 eV

Geometry as XYZ:
```
15
Properties=species:S:1:pos:R:3:lowdin_charge:R:1
C 0.31 -1.11 -0.57 -0.02
C 1.27 -0.49 0.03 -0.08
C -1.16 -0.71 -0.32 -0.24
N -0.32 1.64 0.36 -0.01
N 2.42 -0.14 0.51 0.17
N -1.32 0.98 -0.36 -0.06
O -1.55 -0.92 1.02 -0.02
H 0.53 -1.94 -1.41 0.20
H -1.99 -1.23 -0.99 0.20
H 0.32 2.14 -0.29 0.05
H 3.17 -0.91 0.87 0.23
H 2.66 0.83 0.67 0.14
H -1.38 1.43 -1.35 0.21
H -2.12 1.00 0.26 0.14
H -0.84 -0.57 1.58 0.10
```